Run 1
DFT (ωB97M-V/def2-TZVPD) results for an isolated molecule of C3H4OS.

Each atom is followed by the atoms it is bonded to, with distances in Å.
Atoms and positions in Å:
1 C 0.01345 -0.11735 -1.50983  O2 1.425, H6 1.094, H7 1.091, H8 1.092
2 O -0.58640 0.55326 -0.40538  C1 1.425, C3 1.370
3 C -0.37792 0.32674 0.92932  O2 1.370, C4 1.312, H9 1.095
4 C 0.48154 -0.16875 1.78786  C3 1.312, S5 1.587
5 S 1.17079 -0.60559 3.14842  C4 1.587
6 H 0.83586 -0.76604 -1.19445  C1 1.094
7 H 0.39818 0.64623 -2.18690  C1 1.091
8 H -0.74570 -0.71670 -2.01658  C1 1.092
9 H -1.18979 0.84819 1.44754  C3 1.095

- HOMO-LUMO gap (eV) = 7.4
- LUMO (eV) = -0.59
- HOMO energy (eV) = -7.957
- spin multiplicity = 1

***

Run 2
DFT (ωB97M-V/def2-TZVPD) results for an isolated molecule of C3H4OS.

Each atom is followed by the atoms it is bonded to, with distances in Å.
Atoms and positions in Å:
1 C -0.81581 0.02770 2.09706  C2 1.392, H6 1.237, H7 1.144
2 C -0.35178 -0.66635 0.98364  C1 1.392, C3 1.511, H8 1.313
3 C -0.01036 -0.31311 -0.44539  C2 1.511, O4 1.249, S5 1.606
4 O 0.20507 -1.30026 -1.17960  C3 1.249, H9 0.929
5 S 0.42663 1.20131 -0.75445  C3 1.606
6 H -0.89520 1.26009 2.03343  C1 1.237
7 H -0.82130 -0.55776 3.07992  C1 1.144
8 H 0.30291 -1.77876 1.22188  C2 1.313
9 H 0.01466 -2.03191 -0.63909  O4 0.929

- HOMO-LUMO gap (eV) = 8.3
- LUMO (eV) = -0.34
- HOMO energy (eV) = -8.626
- spin multiplicity = 1

***

Verdict on stability: run 1 comes out on top.